Record 1
The following is a quantum chemistry calculation of C13H17N5O3 in the gas phase, from the Open Molecules 2025 dataset.

Last column: natural (NBO) charge in e.
CARTESIAN COORDINATES (ANGSTROEM)
O: 1.909285 2.826044 -0.207267  -0.446
N: 0.968513 2.044614 -0.071504  0.505
O: -0.208962 2.385136 -0.216497  -0.444
C: 1.231161 0.727929 0.220951  0.038
C: 0.372382 -0.359489 0.579963  0.428
N: -0.886704 -0.369059 1.029252  -0.388
C: -1.544297 0.741135 1.686062  -0.259
C: -3.063582 0.480291 1.716604  -0.223
N: -3.521135 -0.195173 0.524304  -0.442
C: -3.362631 0.609997 -0.676608  -0.250
C: -4.084966 -0.009618 -1.878509  -0.075
O: -3.305773 -0.952519 -2.581253  -0.722
C: -2.949951 -1.533774 0.456437  -0.243
C: -1.577887 -1.634364 1.156116  -0.244
N: 1.049416 -1.520469 0.460088  -0.536
C: 2.285353 -1.221313 0.093956  0.379
C: 3.360900 -2.083828 -0.143512  -0.245
C: 4.570321 -1.548353 -0.499810  -0.162
C: 4.716120 -0.157298 -0.625241  -0.283
C: 3.657596 0.674120 -0.387708  0.044
N: 2.467243 0.146073 -0.038185  -0.293
H: -1.156123 0.854348 2.707264  0.188
H: -1.341423 1.663964 1.136763  0.252
H: -3.589547 1.431480 1.816912  0.211
H: -3.332381 -0.146328 2.571135  0.194
H: -2.309614 0.785918 -0.948356  0.179
H: -3.816457 1.580776 -0.463988  0.203
H: -4.401689 0.791489 -2.559509  0.165
H: -4.969120 -0.550065 -1.536336  0.190
H: -2.519601 -0.507917 -2.919182  0.465
H: -2.864682 -1.827503 -0.588447  0.233
H: -3.643615 -2.225846 0.947653  0.192
H: -1.705338 -1.864755 2.219889  0.184
H: -0.962389 -2.410249 0.705084  0.253
H: 3.199145 -3.142577 -0.035971  0.238
H: 5.416571 -2.191108 -0.684405  0.223
H: 5.665667 0.267998 -0.903562  0.231
H: 3.714744 1.748447 -0.465597  0.261

Force components x, y, z for each atom (eV/Å):
O 0.152 0.117 -0.031
N -0.351 0.258 -0.150
O 0.151 0.121 -0.159
C -0.528 -0.645 0.442
C 0.465 0.247 -0.158
N -0.113 0.074 -0.290
C -0.186 0.521 0.161
C 0.109 -0.040 0.051
N -0.055 0.196 -0.042
C -0.301 -0.243 -0.185
C -0.055 0.513 0.191
O 0.368 -0.291 -0.333
C 0.029 -0.299 0.154
C -0.284 -0.325 -0.109
N -0.195 -0.136 0.131
C -0.003 0.376 -0.054
C 0.284 0.112 -0.084
C -0.236 -0.067 0.061
C -0.107 0.088 0.028
C 0.794 0.264 -0.248
N 0.169 -0.392 -0.022
H -0.005 0.016 -0.001
H -0.063 -0.286 0.251
H 0.035 -0.022 0.091
H -0.010 0.085 0.045
H -0.008 0.078 -0.027
H 0.042 0.053 -0.034
H -0.039 -0.064 0.084
H 0.004 0.122 0.003
H -0.087 -0.046 0.017
H 0.014 -0.027 0.103
H 0.102 -0.095 -0.047
H 0.058 -0.062 -0.028
H -0.163 0.023 0.153
H -0.034 -0.110 0.017
H 0.068 -0.086 -0.013
H 0.047 0.099 -0.017
H -0.066 -0.130 0.049

Calculated values
Structure (SMILES): O=[N+]([O-])c1c(N2CCN(CCO)CC2)nc2ccccn12
Relative energy (zero: lowest compared OMol25 entry of this formula, charge and spin), kcal/mol: 0.00

=====

Record 2
The following is a quantum chemistry calculation of C4H5ClF2O in the gas phase, from the Open Molecules 2025 dataset.

Last column: natural (NBO) charge in e.
CARTESIAN COORDINATES (ANGSTROEM)
C: 1.177159 0.405641 0.857297  -0.633
C: 0.039307 0.373781 -0.120694  0.173
O: -0.351985 1.590612 -0.640065  -0.683
C: -0.059058 -0.741802 -1.096269  0.157
F: 0.815728 -1.764977 -1.056400  -0.317
C: -1.054254 -0.688588 0.046252  0.239
F: -0.846025 -1.591037 1.082145  -0.323
Cl: -2.712089 -0.272922 -0.191202  0.017
H: 0.816541 0.926283 1.743649  0.220
H: 1.525563 -0.603721 1.113547  0.241
H: 2.027611 0.867514 0.389077  0.229
H: -0.927245 2.051916 -0.039499  0.482
H: -0.451251 -0.552703 -2.087835  0.198

Force components x, y, z for each atom (eV/Å):
C -0.316 -0.841 0.140
C -0.090 -0.334 0.409
O 0.407 0.135 -0.813
C -1.216 -0.599 -0.151
F 0.556 -0.153 0.000
C 1.119 -0.101 0.668
F -0.347 0.724 -0.960
Cl -0.093 -0.144 0.028
H 0.447 0.066 0.121
H -0.397 0.242 0.126
H 0.244 0.644 -0.067
H -0.400 0.208 0.528
H 0.088 0.154 -0.028

Calculated values
Structure (SMILES): C[C@@]1(O)[C@@H](F)[C@]1(F)Cl
Relative energy (zero: lowest compared OMol25 entry of this formula, charge and spin), kcal/mol: 21.52

=====

Record 3
The following is a quantum chemistry calculation of a molecular structure, C15H27ClN7O12PS2, from the Open Molecules 2025 dataset.

Last column: natural (NBO) charge in e.
CARTESIAN COORDINATES (ANGSTROEM)
C: 3.710215 -0.846118 1.677498  -0.611
C: 2.887845 -1.398521 0.509537  -0.206
C: 3.776196 -1.740777 -0.698590  -0.610
C: 1.709251 -0.475984 0.114342  -0.432
C: 0.433549 -0.782842 0.866339  0.093
C: -0.090585 -2.073903 0.514006  -0.248
C: -1.233684 -2.553989 1.013033  -0.002
Cl: -1.836160 -4.092381 0.539193  0.044
C: -1.972411 -1.758275 1.921065  0.027
N: -3.142184 -2.079130 2.457746  -0.594
S: -3.574263 -0.829639 3.360023  0.978
N: -2.333984 0.152274 3.126538  -0.622
C: -1.478896 -0.465314 2.298914  0.192
C: -0.227362 0.030168 1.768648  -0.513
P: 0.355256 1.671380 2.283269  1.835
O: 1.927892 1.777046 1.997630  -0.992
O: -0.286795 2.714212 1.244419  -1.008
S: -0.019208 2.087899 4.117856  -0.552
H: 3.068207 -0.350880 2.403178  0.215
H: 4.198336 -1.670118 2.198708  0.211
H: 4.477030 -0.157812 1.325442  0.212
H: 2.452693 -2.339742 0.852290  0.196
H: 4.703152 -1.167919 -0.686395  0.210
H: 3.266614 -1.581440 -1.646749  0.213
H: 4.066163 -2.791719 -0.675811  0.214
H: 1.992261 0.565210 0.162463  0.215
H: 1.490501 -0.680834 -0.936222  0.224
H: 0.451775 -2.672916 -0.200705  0.254
H: 2.089868 2.356496 1.239938  0.517
H: -0.395884 2.342894 0.348653  0.519
C: -1.430565 -2.151095 -3.342845  -0.493
N: 0.056568 -2.093679 -3.290916  0.546
O: 0.626924 -2.789650 -2.476937  -0.382
O: 0.610093 -1.337910 -4.062063  -0.394
H: -1.766816 -2.860130 -2.595056  0.235
H: -1.800476 -1.148431 -3.140327  0.256
H: -1.705601 -2.464091 -4.345386  0.236
C: 1.337339 0.246233 -6.580530  -0.484
N: 1.984263 1.433662 -7.204481  0.534
O: 2.742005 1.247743 -8.132891  -0.376
O: 1.705686 2.516358 -6.734448  -0.382
H: 1.679467 -0.639125 -7.102143  0.227
H: 1.625803 0.227388 -5.536810  0.248
H: 0.264290 0.377222 -6.675526  0.231
C: 4.726995 2.940598 3.590821  -0.491
N: 5.551078 2.414565 2.470647  0.539
O: 6.615997 1.900951 2.729159  -0.364
O: 5.083926 2.530447 1.353394  -0.402
H: 5.248926 2.771279 4.524440  0.229
H: 4.571644 3.999663 3.410081  0.234
H: 3.782309 2.403652 3.558852  0.256
C: -3.115377 1.793449 0.125478  -0.492
N: -2.459527 1.395402 -1.145647  0.548
O: -1.335247 1.827658 -1.348006  -0.413
O: -3.051466 0.643372 -1.884329  -0.364
H: -2.439278 2.440728 0.663660  0.247
H: -4.048614 2.301753 -0.095722  0.250
H: -3.293946 0.875573 0.678682  0.241
C: -7.759283 -0.796903 3.011142  -0.488
N: -7.079428 0.358053 2.361811  0.536
O: -6.215654 0.118543 1.542170  -0.391
O: -7.434363 1.464586 2.699650  -0.366
H: -7.336291 -1.709862 2.609873  0.233
H: -7.588479 -0.710835 4.079867  0.237
H: -8.818291 -0.714493 2.788084  0.239

Force components x, y, z for each atom (eV/Å):
C -0.229 -0.360 0.062
C 0.020 -0.038 -0.039
C 0.131 -0.144 0.146
C 0.023 -0.167 -0.258
C 0.016 0.218 0.150
C 0.454 0.199 -0.106
C -0.404 -0.309 0.072
Cl -0.080 -0.109 -0.018
C 0.019 0.150 0.044
N -0.254 -0.017 0.146
S 0.193 0.045 -0.015
N 0.111 0.070 -0.175
C -0.140 -0.109 0.087
C 0.280 -0.079 -0.466
P -0.458 0.262 1.482
O -0.069 0.092 -0.398
O 0.189 -0.257 -0.270
S 0.126 -0.047 -0.327
H 0.053 0.082 0.054
H 0.183 0.028 -0.042
H -0.051 0.168 0.043
H -0.147 0.007 -0.005
H -0.047 0.160 -0.108
H -0.014 0.042 -0.053
H 0.040 -0.022 0.041
H 0.104 0.043 0.020
H -0.110 0.019 -0.031
H 0.091 0.016 -0.026
H 0.311 0.013 0.061
H -0.072 0.139 -0.148
C -0.043 -0.034 0.093
N -0.049 0.030 0.059
O 0.043 -0.034 -0.061
O -0.036 -0.022 -0.019
H 0.028 -0.011 0.012
H 0.019 0.010 -0.046
H 0.007 0.047 -0.029
C 0.082 -0.062 -0.106
N -0.017 -0.023 -0.009
O 0.023 -0.014 -0.029
O -0.019 0.042 0.021
H 0.017 0.009 -0.015
H -0.041 0.057 0.033
H -0.010 0.043 0.074
C -0.055 -0.069 0.150
N -0.048 0.022 0.011
O 0.027 -0.027 0.000
O -0.034 0.004 -0.049
H 0.089 -0.036 -0.048
H -0.063 -0.010 -0.059
H -0.058 0.092 -0.018
C -0.127 0.007 0.173
N -0.011 -0.012 0.234
O 0.185 -0.114 -0.103
O 0.066 0.075 -0.058
H -0.041 0.061 0.074
H -0.068 -0.167 -0.137
H -0.178 0.026 -0.031
C 0.049 -0.113 -0.045
N -0.024 -0.004 0.010
O 0.074 -0.007 -0.062
O -0.009 0.043 0.018
H 0.020 0.012 -0.020
H -0.047 0.044 0.013
H -0.016 0.042 0.047

=====

no.,orbital gap (Eh),LUMO energy (eV)
1,0.2909,-0.18
2,0.3933,0.66
3,0.2836,-1.13